Below is a cluster of 13 separate species, C50H96F8N6O13P in total, with properties calculated with wB97M-V/def2-TZVPD.

Values from the calculation:
Gap between HOMO and LUMO, hartree: 0.3177
Charge: +1
Spin multiplicity: 1

Last column: Mulliken charge in e.
Element x y z (Å)
C 0.38 -2.05 2.48  -1.935
C 1.50 -1.79 1.44  1.894
C 2.86 -2.06 2.11  -1.536
C 1.34 -0.32 0.93  -1.917
N 0.17 -0.29 0.05  1.037
C 0.23 -0.83 -1.20  -0.293
C 1.53 -1.32 -1.74  0.591
C 2.58 -0.18 -1.88  -1.254
F 1.46 -1.89 -3.00  -0.360
C -1.04 -0.77 -1.70  0.436
P -1.71 -1.31 -3.37  -0.109
N -0.79 -2.57 -4.00  -0.435
O -3.14 -2.08 -3.05  -0.302
N -1.80 -0.15 -0.73  0.752
C -3.24 0.03 -0.90  -2.889
C -4.11 -0.87 0.01  1.688
N -3.52 -1.10 1.33  -0.130
N -5.44 -0.29 0.25  -0.378
N -4.41 -2.20 -0.57  -0.845
C -1.03 0.20 0.30  -0.748
C -1.35 0.98 1.59  1.445
F -1.52 0.24 2.67  -0.281
F -0.22 1.74 1.83  -0.388
C -2.42 2.11 1.44  0.333
F -2.23 2.69 0.24  -0.179
F -3.67 1.72 1.63  -0.292
C -2.17 3.30 2.47  0.616
F -1.31 4.18 2.00  -0.206
F -3.34 3.96 2.53  -0.241
F -1.85 2.88 3.68  -0.232
H 0.45 -1.36 3.32  0.514
H 0.47 -3.09 2.80  0.555
H -0.62 -1.97 2.05  0.063
H 1.36 -2.52 0.65  0.350
H 3.56 -1.23 2.03  0.377
H 2.70 -2.37 3.15  0.362
H 3.31 -2.92 1.62  0.293
H 2.26 0.02 0.47  0.102
H 1.21 0.25 1.85  0.668
H 2.00 -2.08 -1.11  -0.065
H 2.96 -0.11 -2.89  0.463
H 3.40 -0.33 -1.17  0.181
H 2.13 0.77 -1.60  0.345
H -0.29 -2.35 -4.84  0.305
H -0.30 -3.17 -3.36  0.276
H -3.01 -2.70 -2.32  0.277
H -3.57 1.05 -0.73  0.377
H -3.54 -0.17 -1.92  0.339
H -4.16 -0.80 2.06  0.175
H -3.31 -2.08 1.50  0.246
H -6.15 -0.76 -0.30  0.289
H -5.46 0.70 0.03  0.188
H -3.62 -2.83 -0.45  0.456
H -5.11 -2.57 0.07  0.225
C -2.05 5.48 -0.92  -0.569
C -2.14 6.49 -2.04  0.545
O -1.82 6.20 -3.17  -0.585
C -2.66 7.85 -1.68  -1.101
H -1.66 4.54 -1.31  0.193
H -1.37 5.85 -0.15  0.355
H -3.04 5.31 -0.49  0.210
H -2.01 8.32 -0.94  0.420
H -3.68 7.77 -1.29  0.239
H -2.69 8.48 -2.57  0.260
C -6.94 7.40 -3.30  -0.723
C -5.84 8.36 -3.67  0.909
O -5.24 8.97 -2.81  -0.568
C -5.53 8.53 -5.13  -1.239
H -7.06 7.37 -2.22  -0.075
H -7.89 7.72 -3.75  0.370
H -6.69 6.39 -3.65  0.320
H -6.41 8.90 -5.66  0.374
H -5.22 7.58 -5.56  0.326
H -4.72 9.25 -5.25  0.311
C 6.80 -0.29 -1.29  -1.017
C 6.15 -1.63 -1.09  0.785
O 4.97 -1.74 -0.80  -0.442
C 7.03 -2.85 -1.25  -1.253
H 6.06 0.49 -1.15  0.228
H 7.60 -0.15 -0.58  0.344
H 7.20 -0.22 -2.30  0.376
H 7.84 -2.81 -0.52  0.331
H 7.43 -2.88 -2.26  0.350
H 6.44 -3.74 -1.07  0.318
C -7.78 -2.83 3.98  -0.955
C -7.80 -1.81 2.86  0.794
O -7.35 -2.06 1.77  -0.467
C -8.41 -0.46 3.17  -1.157
H -7.32 -3.74 3.62  0.310
H -7.21 -2.44 4.82  0.118
H -8.80 -3.05 4.29  0.366
H -7.86 0.02 3.98  0.328
H -9.46 -0.58 3.45  0.400
H -8.36 0.17 2.28  0.234
C 1.74 -6.25 2.88  -1.055
C 0.96 -5.93 1.63  0.769
O 0.88 -4.79 1.21  -0.395
C 0.28 -7.08 0.93  -1.236
H 2.18 -5.33 3.27  0.193
H 1.09 -6.68 3.63  0.335
H 2.55 -6.94 2.64  0.380
H -0.44 -7.55 1.60  0.343
H 1.02 -7.81 0.62  0.359
H -0.25 -6.71 0.06  0.277
C -5.89 -6.45 7.75  -1.141
C -6.07 -5.33 6.76  0.829
O -6.63 -5.51 5.70  -0.510
C -5.53 -3.97 7.15  -0.870
H -6.32 -7.36 7.35  0.310
H -4.83 -6.61 7.94  0.322
H -6.39 -6.20 8.69  0.322
H -4.45 -4.03 7.31  0.336
H -6.01 -3.62 8.06  0.309
H -5.73 -3.26 6.35  0.092
C 10.99 2.65 -1.49  -0.752
C 10.35 1.30 -1.28  0.580
O 9.18 1.19 -1.00  -0.529
C 11.24 0.09 -1.43  -0.812
H 10.24 3.42 -1.35  0.390
H 11.79 2.80 -0.77  0.053
H 11.39 2.72 -2.50  0.291
H 12.05 0.12 -0.71  0.248
H 11.64 0.05 -2.44  0.268
H 10.64 -0.81 -1.25  0.274
C -8.17 -2.77 -3.05  -1.024
C -7.03 -1.81 -3.26  0.825
O -6.52 -1.22 -2.34  -0.535
C -6.55 -1.62 -4.68  -1.242
H -8.41 -2.82 -1.99  0.153
H -9.05 -2.43 -3.60  0.405
H -7.89 -3.77 -3.38  0.365
H -7.36 -1.24 -5.30  0.409
H -6.19 -2.57 -5.08  0.318
H -5.72 -0.91 -4.68  0.260
C 15.56 2.66 -2.47  -1.063
C 14.93 1.31 -2.26  0.735
O 13.76 1.20 -1.97  -0.430
C 15.82 0.11 -2.41  -1.131
H 14.82 3.44 -2.32  0.185
H 16.36 2.81 -1.75  0.326
H 15.96 2.73 -3.48  0.414
H 16.64 0.15 -1.69  0.326
H 16.23 0.07 -3.42  0.331
H 15.24 -0.80 -2.23  0.292
C 14.22 4.75 1.49  -0.865
C 15.65 4.70 1.03  0.734
O 15.95 4.37 -0.09  -0.496
C 16.71 5.10 2.04  -1.136
H 13.57 4.44 0.67  0.091
H 14.07 4.06 2.33  0.337
H 13.95 5.76 1.80  0.346
H 16.67 4.43 2.90  0.331
H 16.55 6.12 2.37  0.332
H 17.69 5.02 1.58  0.302
C -7.27 -7.24 -0.83  -0.983
C -7.97 -6.86 -2.11  0.737
O -7.95 -5.72 -2.52  -0.489
C -8.69 -7.95 -2.85  -1.108
H -6.80 -6.36 -0.40  0.200
H -7.99 -7.64 -0.11  0.327
H -6.51 -7.99 -1.03  0.324
H -9.47 -8.38 -2.22  0.331
H -7.98 -8.73 -3.14  0.328
H -9.15 -7.54 -3.75  0.281
C -7.05 4.14 1.75  -0.635
C -7.37 5.25 0.77  0.828
O -8.06 5.04 -0.20  -0.562
C -6.81 6.61 1.07  -1.044
H -7.52 3.22 1.42  0.228
H -5.97 3.99 1.80  -0.062
H -7.43 4.39 2.74  0.400
H -5.72 6.57 1.09  0.216
H -7.18 6.97 2.03  0.388
H -7.11 7.31 0.30  0.245